Record 1
Density functional theory data (ωB97M-V/def2-TZVPD) for a single C6H15Cl2NOSSi molecule.

Cartesian coordinates (Å):
C 1.159 2.015 -1.168
Si 0.169 0.514 -1.698
C -0.680 0.773 -3.410
C 1.365 -0.943 -1.684
N -1.317 0.409 -0.720
S -1.400 0.105 0.918
O -1.842 1.189 1.657
Cl -3.072 -1.159 0.784
C 0.197 -0.410 1.256
C 0.498 -0.443 2.698
C 0.007 -1.522 3.640
Cl -1.735 -1.921 3.282
H 1.385 2.103 -0.178
H 1.995 2.057 -1.771
H 0.422 2.884 -1.387
H -0.873 -0.291 -3.645
H -1.519 1.395 -3.345
H 0.032 1.127 -4.189
H 2.336 -0.342 -1.731
H 1.441 -1.468 -0.716
H 1.297 -1.607 -2.580
H -2.321 0.605 -0.962
H 0.196 -1.367 0.776
H 0.376 0.677 3.077
H 1.509 -0.656 2.796
H 0.028 -1.155 4.700
H 0.347 -2.567 3.603

- gap between HOMO and LUMO (eV) = 9.008
- spin multiplicity = 1
- HOMO (eV) = -8.87
- lowest unoccupied orbital energy (Ha) = 0.005
- net charge = 0

=====

Record 2
Density functional theory data (ωB97M-V/def2-TZVPD) for a molecular structure, C21H39NOsP2.

Cartesian coordinates (Å):
P -0.012 -2.711 -1.175
P -0.017 0.756 -2.314
C -0.506 -1.964 -2.834
C 0.362 -0.757 -3.214
H -1.569 -1.691 -2.748
H -0.387 -2.764 -3.581
H 1.438 -0.970 -3.119
H 0.191 -0.521 -4.282
C -1.571 1.402 -2.980
H -1.828 2.358 -2.516
H -2.376 0.685 -2.823
H -1.431 1.583 -4.051
C 1.061 2.040 -3.101
H 0.740 2.247 -4.128
H 2.112 1.733 -3.133
H 1.005 2.980 -2.538
C -1.218 -4.116 -1.227
H -1.202 -4.647 -0.265
H -0.953 -4.802 -2.051
H -2.219 -3.671 -1.362
C 1.636 -3.389 -1.628
H 2.372 -2.571 -1.711
H 1.602 -3.948 -2.580
H 1.990 -4.062 -0.837
Os -0.375 -1.473 0.453
C 0.664 3.639 0.049
C -0.670 3.722 -0.008
C -1.562 2.808 0.769
C -1.663 1.444 0.038
C -0.397 0.824 -0.482
C 1.035 0.836 -0.704
C 2.121 1.685 -0.212
C 1.633 2.769 0.753
C -0.312 -3.095 1.688
H 1.201 4.415 -0.528
H -1.163 4.508 -0.590
H -2.577 3.222 0.779
H -1.255 2.646 1.816
H -2.168 0.727 0.695
H -2.410 1.597 -0.762
H -1.978 -1.377 0.573
H 1.466 -0.198 -0.813
H 2.662 2.170 -1.028
H 2.883 1.053 0.275
H 1.235 2.275 1.648
H 2.517 3.365 1.038
H 0.550 -3.069 2.376
H -0.390 -4.103 1.238
H -1.203 -2.912 2.315
C -2.494 -0.100 3.085
C -1.044 0.103 3.176
C -0.423 0.865 4.206
C 0.946 0.652 4.074
C 1.138 -0.193 2.963
C 2.417 -0.798 2.581
N -0.076 -0.450 2.365
H -2.974 0.752 2.582
H -2.912 -0.153 4.106
H -2.751 -1.023 2.550
H -0.968 1.449 4.929
H 1.757 1.047 4.686
H 3.140 -0.007 2.340
H 2.853 -1.329 3.445
H 2.328 -1.493 1.736

- gap between HOMO and LUMO (alpha / beta) (eV) = 5.644 / 6.186
- spin multiplicity = 5
- expectation value of S² = 6.04
- HOMO (alpha / beta) (eV) = -12.90 / -14.72
- lowest unoccupied orbital energy (alpha / beta) (Ha) = -0.266 / -0.313
- net charge = +2
- relative energy (zero: lowest compared OMol25 entry of this formula, charge and spin) (kJ/mol) = 0.00

=====

Record 3
Density functional theory data (ωB97M-V/def2-TZVPD) for a molecular structure, C4H7NO.

Cartesian coordinates (Å):
C 0.587 -0.795 0.648
C -1.163 -0.957 -0.305
O -1.768 0.231 0.047
C -1.043 1.353 -0.272
N 0.205 1.465 -0.399
C 1.125 0.368 -0.128
H 0.371 -0.559 1.701
H 1.251 -1.674 0.611
H -0.728 -0.899 -1.301
H -0.629 -1.555 0.483
H -1.697 2.213 -0.410
H 1.972 0.799 0.413
H 1.516 0.011 -1.088

- gap between HOMO and LUMO (eV) = 9.453
- spin multiplicity = 1
- HOMO (eV) = -8.48
- lowest unoccupied orbital energy (Ha) = 0.036
- net charge = 0
- relative energy (zero: lowest compared OMol25 entry of this formula, charge and spin) (kJ/mol) = 468.43

=====

Question: Which of these has the highest spin multiplicity?
Answer: C21H39NOsP2

=====

Question: Look up the net charge of the second one.
Answer: +2

=====

Question: What is the formula in the third record?
Answer: C4H7NO

=====

Question: Look up the spin multiplicity of the first one.
Answer: 1